Entry 1:
{"formula": "C34H25BrCl2N4OPRuS", "method": "ωB97M-V with the def2-TZVPD basis set", "species": ["Ru", "Br", "Cl", "Cl", "S", "P", "O", "N", "N", "N", "N", "C", "C", "C", "C", "C", "C", "C", "C", "C", "C", "C", "C", "C", "C", "C", "C", "C", "C", "C", "C", "C", "C", "C", "C", "C", "C", "C", "C", "C", "C", "C", "C", "C", "C", "H", "H", "H", "H", "H", "H", "H", "H", "H", "H", "H", "H", "H", "H", "H", "H", "H", "H", "H", "H", "H", "H", "H", "H", "H"], "positions_angstrom": [[0.33511, -0.78720, 0.61430], [-1.02361, -2.67634, -0.03206], [4.38329, -3.61628, 1.28490], [6.49288, 0.88670, 3.32972], [-1.68305, -0.00198, 4.63229], [-1.10704, 0.59124, -1.75026], [1.97334, -1.86820, 0.79796], [-0.53653, 0.60324, -0.21636], [-0.45905, -0.74006, 2.48850], [1.73848, 0.64290, 1.37177], [-1.48375, 1.37407, 2.34570], [1.76422, -1.78280, -3.42096], [-1.24948, 2.30661, -2.26066], [1.56784, 1.92858, 1.58892], [-0.25119, 3.19947, -1.87519], [-3.78194, 0.42910, -1.15680], [-5.03122, -0.16420, -1.17255], [-0.28550, -1.79741, 3.40686], [0.74125, -0.50873, -5.18681], [-4.18974, -1.91148, -2.60311], [4.20293, -1.95022, 1.66937], [5.26907, -1.25769, 2.27857], [-1.31317, 4.93171, -3.15573], [-0.28412, 4.50926, -2.32330], [-0.87756, -1.54866, 4.63996], [-0.08159, 0.11594, -4.26484], [3.75933, 2.15887, 2.53293], [-0.11720, -3.63266, 5.47823], [-2.72937, -0.15344, -1.86344], [0.00475, -0.21471, -2.91170], [0.93129, -1.16351, -2.50220], [-0.80557, -2.45086, 5.68993], [3.97671, 0.78717, 2.29436], [-2.27899, 2.73232, -3.09736], [0.47851, -3.88809, 4.24356], [-2.30927, 4.04620, -3.54099], [1.66500, -1.45636, -4.76542], [0.40639, -2.98325, 3.19979], [5.16520, 0.06900, 2.58387], [-2.93212, -1.32748, -2.58228], [-5.23402, -1.33182, -1.89913], [3.01996, -1.30980, 1.38718], [-1.16824, 0.24495, 2.99544], [2.92292, 0.06591, 1.70886], [2.56367, 2.72350, 2.17756], [-1.33839, 5.95545, -3.50482], [6.18077, -1.79550, 2.49768], [2.37057, 3.77339, 2.34385], [-3.63000, 1.35002, -0.60487], [-4.34819, -2.82480, -3.16003], [1.02484, -1.49909, -1.47091], [-1.35108, 1.38132, 1.32897], [0.49365, 5.20086, -2.02820], [-3.06161, 2.04526, -3.39530], [-2.14403, 2.00232, 2.76958], [-2.11069, -1.79184, -3.11238], [2.30907, -1.94081, -5.48722], [-0.04642, -4.35982, 6.27487], [-5.84806, 0.28255, -0.62202], [-6.21470, -1.78849, -1.91851], [-1.27518, -2.23489, 6.63987], [-0.78289, 0.87107, -4.59908], [0.54962, 2.86435, -1.22650], [0.66590, -0.24943, -6.23408], [-3.11207, 4.37829, -4.18534], [0.61703, 2.34652, 1.29308], [1.01009, -4.81730, 4.08913], [2.47867, -2.52051, -3.08216], [4.54214, 2.75157, 2.98613], [0.87216, -3.20399, 2.24889]], "charge": 1, "lumo_ev": [-4.204, -4.170], "orbital_gap_ev": [6.34, 6.34], "homo_energy_ev": [-10.54, -10.51]}

=====

Entry 2:
{"formula": "C34H25FeN10", "method": "ωB97M-V with the def2-TZVPD basis set", "species": ["Fe", "N", "N", "N", "N", "N", "N", "N", "N", "N", "N", "C", "C", "C", "C", "C", "C", "C", "C", "C", "C", "C", "C", "C", "C", "C", "C", "C", "C", "C", "C", "C", "C", "C", "C", "C", "C", "C", "C", "C", "C", "C", "C", "C", "C", "H", "H", "H", "H", "H", "H", "H", "H", "H", "H", "H", "H", "H", "H", "H", "H", "H", "H", "H", "H", "H", "H", "H", "H", "H"], "positions_angstrom": [[-0.49288, 0.37808, 0.53531], [1.39127, 0.38267, 0.00780], [-2.63370, 2.74325, 1.49173], [-2.26610, 0.38307, 1.36497], [1.79431, -1.98492, -0.06301], [1.80361, 2.74525, -0.04309], [-0.44948, 2.31635, 0.63266], [-0.02950, -1.00693, -4.68319], [-1.14436, 0.40154, -1.34534], [-2.54212, -1.96125, 1.75307], [-0.43901, -1.55366, 0.69353], [0.55724, -2.35342, 0.20940], [-0.49611, -0.49768, -2.29144], [-2.76317, -0.70116, 2.04540], [-1.48940, -2.34087, 1.04540], [-1.27836, 4.46108, 0.36274], [3.59412, -0.32120, 0.14613], [-2.82000, 1.50288, 1.90784], [0.70113, -4.91794, -0.22619], [-0.92853, -0.25000, -3.73453], [0.04858, 4.46822, -0.06062], [-4.99639, 1.23405, 4.99854], [-1.94974, -4.89154, 0.79714], [0.64229, 5.61048, -0.56174], [-0.03823, -6.08926, -0.10353], [-4.94169, -0.15388, 5.09867], [5.92925, -0.32957, 0.52144], [4.75259, 1.79222, 0.39894], [-1.54679, 3.10011, 0.84368], [2.19221, -0.72718, 0.03193], [0.08410, -3.73906, 0.15348], [-1.48837, 6.73514, -0.25100], [0.55392, 3.10548, 0.14663], [2.19417, 1.48359, 0.06982], [-4.26850, -0.92385, 4.15127], [4.75827, -1.04931, 0.30098], [-2.07179, 5.58877, 0.28097], [-4.37356, 1.90985, 3.95034], [-3.65177, -0.24712, 3.12008], [-1.34482, -6.07479, 0.38878], [-0.15410, 6.74812, -0.65664], [3.59344, 1.07145, 0.18391], [5.92526, 1.06418, 0.57847], [-3.69846, 1.14069, 3.02504], [-1.21096, -3.72915, 0.66897], [-2.15130, 0.26909, -1.28976], [4.75544, -2.13016, 0.26357], [-0.86383, 0.80428, -3.99952], [-4.40988, 2.98756, 3.86744], [-1.94579, -0.58975, -3.92168], [1.68237, 5.62049, -0.85858], [1.72026, -4.92832, -0.58922], [0.26962, 7.66348, -1.04719], [-4.22343, -2.00186, 4.22603], [0.41036, -7.03399, -0.38035], [-2.07897, 7.63593, -0.34949], [-5.52142, 1.79700, 5.75826], [-0.98172, 1.38164, -1.56605], [-0.38784, -0.97881, -5.64100], [0.91549, -0.61568, -4.69572], [-5.42215, -0.64140, 5.93612], [-3.09809, 5.58210, 0.62235], [-2.95192, -4.87811, 1.20372], [-0.73410, -1.52330, -1.99957], [6.85056, 1.58654, 0.78038], [6.86247, -0.85938, 0.65690], [0.04980, -1.99190, -4.41574], [0.58471, -0.37017, -2.18819], [-1.89090, -7.00560, 0.46190], [4.74591, 2.87316, 0.43496]], "charge": 2, "lumo_ev": [-6.434, -7.269], "multiplicity": 2, "orbital_gap_ev": [5.05, 6.29], "homo_energy_ev": [-11.48, -13.56]}

=====

Entry 3:
{"formula": "C34H26BrI2N2O4PPt", "method": "ωB97M-V with the def2-TZVPD basis set", "species": ["Pt", "I", "I", "Br", "P", "O", "O", "O", "O", "N", "N", "C", "C", "C", "C", "C", "C", "C", "C", "C", "C", "C", "C", "C", "C", "C", "C", "C", "C", "C", "C", "C", "C", "C", "C", "C", "C", "C", "C", "C", "C", "C", "C", "C", "C", "H", "H", "H", "H", "H", "H", "H", "H", "H", "H", "H", "H", "H", "H", "H", "H", "H", "H", "H", "H", "H", "H", "H", "H", "H", "H"], "positions_angstrom": [[0.08616, 0.33052, -0.36899], [-6.22069, 4.16338, -0.21168], [-3.71661, 0.66132, -4.35443], [4.39726, 0.87022, -5.54907], [0.27084, -0.72959, 1.54474], [-1.60001, 0.41362, -1.98062], [3.71685, -1.31665, -1.31599], [1.87005, -0.74936, -0.28021], [3.83096, -2.71934, -3.38319], [-1.36299, 1.65541, 0.37994], [1.21114, 1.27124, -2.20019], [-2.48725, 1.86792, -0.38268], [3.07742, -0.33990, 4.47970], [0.47516, -3.76444, -4.19884], [-3.41991, 3.21145, 1.38965], [0.36812, -2.35345, -2.27031], [-2.38945, 0.02227, 4.61998], [2.11853, 1.17476, 2.35922], [2.50107, -2.83517, -3.27953], [2.47912, 1.64583, -1.99554], [2.07910, -0.84966, 3.66116], [-4.64466, 2.91788, -0.77853], [2.48735, -1.37895, -1.25525], [-0.28157, -3.11609, -3.22053], [3.60193, 0.92180, 4.23402], [-2.40768, -1.11567, 2.09028], [-1.27968, 2.17985, 1.58079], [0.47054, -2.52917, 1.47295], [-1.22496, 0.01098, 3.85820], [3.10399, 1.03883, -4.19656], [-2.30753, 2.95518, 2.13041], [-1.21974, -0.57760, 2.59624], [1.75693, -2.19099, -2.26979], [-3.54568, 2.68485, 0.08326], [3.46081, 1.54704, -2.96145], [1.79911, 0.65704, -4.43566], [0.88201, 0.79016, -3.40650], [-3.55218, -0.54654, 4.12644], [-3.64135, 1.51755, -2.46731], [1.84696, -3.62429, -4.22960], [-3.56494, -1.10865, 2.85414], [-4.67690, 2.35323, -2.02608], [-2.53349, 1.20987, -1.67069], [3.12327, 1.68004, 3.17313], [1.59510, -0.09331, 2.59789], [-2.42153, -1.53810, 1.08926], [-1.35998, -3.20018, -3.20780], [1.74174, 1.74935, 1.52221], [4.38821, 1.31313, 4.86804], [-4.47436, -1.54329, 2.45877], [-4.21728, 3.82706, 1.78603], [1.49622, 0.24170, -5.38595], [-0.00221, -2.91439, 0.57094], [-0.22814, -1.86624, -1.51301], [4.47961, 1.82879, -2.73661], [1.53003, -2.77471, 1.43868], [2.72006, 2.02709, -1.01155], [3.54254, 2.65748, 2.97155], [-5.51102, 2.55289, -2.68635], [1.67557, -1.83598, 3.85952], [3.45011, -0.92926, 5.30852], [-0.31945, 0.45730, 4.25248], [-0.00633, -2.97562, 2.34319], [-0.37204, 1.99423, 2.13602], [-2.19780, 3.34846, 3.13178], [-2.38339, 0.47647, 5.60351], [-4.45100, -0.54980, 4.72993], [-0.01654, -4.38153, -4.94302], [2.44959, -4.11518, -4.98339], [4.10831, -2.16169, -2.61394], [-0.15343, 0.49863, -3.53172]], "e_above_lowest_kcal_mol": 22.21, "lumo_ev": -0.272, "orbital_gap_ev": 6.97, "homo_energy_ev": -7.25}

=====

no.,maximum force (eV Å⁻¹)
1,0.7
2,0.6
3,2.4